{"formula": "C11H9KN3O2S3", "method": "ωB97M-V/def2-TZVPD", "elements": ["K", "O", "C", "C", "C", "C", "C", "C", "C", "O", "N", "N", "C", "S", "C", "C", "S", "H", "H", "H", "H", "H", "H", "H", "H", "H", "S", "C", "N"], "coordinates": [[0.189337, -0.202270, -0.998398], [-2.478701, 3.875728, -3.584452], [-1.445314, 4.438093, -2.934829], [-1.045974, 5.716875, -3.326846], [-0.009775, 6.365907, -2.688755], [0.644170, 5.755403, -1.628551], [0.274082, 4.480467, -1.251480], [-0.753801, 3.800072, -1.894357], [-1.022491, 2.403931, -1.452845], [-0.313582, 1.893652, -0.562490], [-2.047062, 1.816180, -2.060310], [-2.257482, 0.506718, -1.751555], [-3.452378, 0.112100, -1.795382], [-4.816639, 1.234845, -2.123744], [-6.112151, -0.041604, -1.932807], [-5.588721, -1.122167, -1.013692], [-3.910441, -1.564090, -1.589212], [-2.643022, 2.993367, -3.159258], [-1.579874, 6.184095, -4.139513], [0.291941, 7.350958, -3.018296], [1.443797, 6.263851, -1.106837], [0.774675, 3.965495, -0.445331], [-6.353439, -0.440498, -2.920341], [-6.987454, 0.456950, -1.517265], [-6.205090, -2.018398, -1.053442], [-5.507748, -0.765212, 0.014843], [1.430585, -3.875061, 0.370571], [1.701933, -2.654066, -0.629420], [1.913556, -1.758183, -1.349389]], "forces_ev_per_angstrom": [[-0.3, -1.4, -0.1], [0.0, 0.3, -0.1], [0.0, 0.0, 0.0], [-0.1, 0.0, -0.1], [0.0, 0.0, 0.0], [0.2, 0.1, 0.1], [0.0, 0.1, 0.0], [0.1, 0.0, -0.1], [-0.3, -0.1, 0.3], [-0.2, 2.0, 0.6], [-0.6, 0.8, -0.7], [0.2, -0.6, 0.5], [-0.5, 0.6, -0.3], [0.1, -0.3, 0.2], [0.2, 0.3, -0.3], [0.4, -0.1, 0.0], [-0.3, -0.2, 0.1], [0.2, -0.2, 0.1], [-0.1, 0.1, -0.1], [0.0, 0.1, 0.0], [0.0, 0.0, 0.0], [0.0, 0.0, 0.0], [0.0, -0.1, 0.1], [0.0, -0.1, 0.0], [0.0, 0.0, 0.1], [-0.1, 0.0, -0.1], [-0.4, -1.3, 1.1], [0.6, 0.8, -0.9], [1.0, -0.7, -0.4]], "gap_ev": 6.9606, "e_tot_ev": -68952.3454, "total_charge": -1}